C6H18BrPSi2 as an isolated structure in a non-equilibrium geometry, computed with wB97M-V/def2-TZVPD.

```
! RIJCOSX wB97M-V def2-TZVPD def2/J DEFGRID3
* xyz 0 1
Br -2.78 1.20 0.16
P -0.99 0.28 0.99
Si -0.98 -1.81 0.11
Si 0.85 2.18 0.01
C 0.50 2.53 -1.74
C -2.42 -2.84 0.70
C 0.58 3.47 1.47
C -0.90 -1.86 -1.80
C 0.56 -2.88 0.59
C 2.53 1.34 0.54
H 1.41 2.44 -2.37
H -2.64 -3.85 0.25
H -0.19 1.74 -2.08
H 1.27 4.27 1.83
H 0.65 2.63 2.29
H 0.86 -3.30 -0.43
H 2.50 0.27 0.17
H -0.05 -2.40 -2.20
H 2.69 1.55 1.56
H 1.45 -2.25 0.98
H 0.10 3.47 -2.00
H -0.38 3.96 1.55
H -2.23 -2.91 1.84
H 3.39 1.78 0.00
H -1.72 -2.38 -2.21
H -0.88 -0.83 -2.19
H -3.36 -2.18 0.70
H 0.15 -3.60 1.27
*
```

Calculated values
E, eV: -101600.6148
Frontier orbital gap, eV: 8.07
HOMO energy, eV: -7.64
Energy relative to the best compared isomer or geometry (same formula, charge and spin), kJ/mol: 0.0
F_max, eV/Å: 3.41

Here are the natural (NBO) charges for atoms 1 to 8, given in e: Br -0.231; P -0.281; Si 1.349; Si 1.547; C -1.208; C -1.149; C -1.128; C -1.105